w) Molecular formula: C6H9N2O
Method: DFT, wB97M-V/def2-TZVPD

```
18
C6H9N2O wB97M-V/def2-TZVPD
H 0.998 -2.475 1.675
N 0.101 -2.409 1.300
C -0.111 -1.541 0.407
C -1.530 -1.266 -0.066
C -1.822 0.220 -0.255
C -0.862 1.143 -0.263
C 0.549 0.820 -0.040
N 1.464 1.939 -0.070
O 1.250 -0.226 -1.210
C 0.959 -0.630 0.044
H -2.189 -1.768 0.647
H -1.604 -1.925 -1.045
H -2.753 0.454 -0.663
H -1.142 2.102 -0.670
H 2.369 1.577 -0.648
H 1.572 2.296 0.929
H 0.934 2.553 -0.831
H 1.818 -0.864 0.760
```

Summary:
total charge	+1
frontier orbital gap	8.990	eV
HOMO energy	-13.46	eV
LUMO energy	-4.47	eV
SMILES string	[H]/N=C1/CC=C[C@]2([NH3+])O[C@H]12


x) Molecular formula: C6H9N2O
Method: DFT, wB97M-V/def2-TZVPD

```
18
C6H9N2O wB97M-V/def2-TZVPD
C 2.021 1.025 0.503
C 1.225 0.024 0.966
C 1.372 -0.184 -1.208
C -2.110 0.901 0.515
C -2.011 -0.118 -0.493
C -0.053 -1.774 -0.074
N 2.105 0.875 -0.845
N 0.833 -0.738 -0.112
O -1.318 1.004 -0.687
H 2.511 1.818 1.031
H 0.926 -0.214 1.966
H 1.253 -0.559 -2.203
H -2.978 1.549 0.553
H -1.541 0.818 1.432
H -2.639 -0.636 -1.184
H -0.181 -2.375 -0.951
H -0.325 -2.157 0.889
H 2.619 1.473 -1.474
```

Summary:
total charge	+1
frontier orbital gap (alpha / beta)	7.664 / 8.544	eV
HOMO energy (alpha / beta)	-11.91 / -12.11	eV
LUMO energy (alpha / beta)	-4.24 / -3.57	eV


y) Molecular formula: C6H9N2O
Method: DFT, wB97M-V/def2-TZVPD

```
18
C6H9N2O wB97M-V/def2-TZVPD
C -1.633 -0.505 -3.660
O -1.697 -0.397 -2.283
C -0.618 -0.106 -1.626
N -0.746 0.011 -0.252
C 0.110 0.124 1.071
C -0.013 0.297 2.587
C 1.377 0.394 3.093
C 2.132 0.290 1.863
N 1.458 0.149 0.770
H -1.079 -1.376 -4.033
H -0.937 0.370 -3.986
H -2.557 -0.512 -4.206
H 0.336 0.186 -1.933
H -1.619 -0.342 0.134
H -0.780 0.105 3.264
H 1.336 -0.509 3.674
H 1.778 1.196 3.592
H 3.152 0.625 1.933
```

Summary:
total charge	+1
frontier orbital gap (alpha / beta)	7.981 / 7.980	eV
HOMO energy (alpha / beta)	-12.72 / -12.71	eV
LUMO energy (alpha / beta)	-4.73 / -4.73	eV
SMILES string	CO/C=[NH+]/C1=CCC=N1


z) Molecular formula: C6H9N2O
Method: DFT, wB97M-V/def2-TZVPD

```
18
C6H9N2O wB97M-V/def2-TZVPD
C 1.625 1.348 0.830
C -0.503 1.147 0.549
C -1.836 1.356 0.388
C 0.358 -0.421 -0.097
C 0.244 -0.792 -1.601
C -0.364 -1.363 0.768
N 0.427 1.894 1.025
N 1.602 0.145 0.250
O -2.765 0.598 0.433
H 2.549 1.770 1.070
H -1.944 2.243 -0.325
H -0.829 -0.864 -1.720
H 0.341 -1.888 -1.707
H 0.779 -0.185 -2.420
H -0.116 -2.427 0.629
H -1.400 -1.351 0.426
H -0.503 -1.040 1.809
H 2.336 -0.171 -0.308
```

Summary:
total charge	+1
frontier orbital gap	8.131	eV
HOMO energy	-14.43	eV
LUMO energy	-6.30	eV


Order from most stable to least stable according to the calculation: z), x), w), y)


w) Molecular formula: C6H9N2O
Method: DFT, wB97M-V/def2-TZVPD

```
18
C6H9N2O wB97M-V/def2-TZVPD
C 1.149 2.100 1.365
N 0.651 0.912 0.707
C 1.136 -0.295 1.038
N 0.530 -1.285 0.373
C -0.553 -0.676 -0.450
C -0.778 -1.110 -1.920
C -1.758 -1.450 -0.886
C -0.408 0.819 -0.262
O -1.082 1.695 -0.651
H 0.545 2.939 1.454
H 1.479 1.916 2.348
H 1.993 2.580 0.807
H 1.962 -0.442 1.723
H 0.794 -2.192 0.421
H -0.178 -1.866 -2.271
H -1.039 -0.246 -2.391
H -2.738 -1.063 -0.993
H -1.705 -2.336 -0.411
```

Summary:
total charge	+1
frontier orbital gap	10.094	eV
HOMO energy	-14.56	eV
LUMO energy	-4.46	eV
SMILES string	CN1C=[NH+]C2(CC2)C1=O


x) Molecular formula: C6H9N2O
Method: DFT, wB97M-V/def2-TZVPD

```
18
C6H9N2O wB97M-V/def2-TZVPD
N -1.584 -1.512 1.189
C -1.147 -0.589 0.419
C -1.361 -0.167 -0.959
C -0.100 0.602 -1.443
C 0.618 1.129 -0.188
C 2.020 0.604 0.210
C 1.332 -0.142 1.332
O 1.584 -0.916 2.191
N 0.082 0.427 0.977
H -2.246 -2.217 0.872
H -1.260 -1.581 2.152
H -1.609 -1.001 -1.619
H -2.228 0.507 -0.954
H 0.543 -0.063 -2.022
H -0.396 1.427 -2.091
H 0.514 2.212 -0.093
H 2.744 1.349 0.529
H 2.495 -0.068 -0.501
```

Summary:
total charge	+1
frontier orbital gap	9.576	eV
HOMO energy	-14.26	eV
LUMO energy	-4.69	eV
SMILES string	[NH2+]=C1CC[C@@H]2CC(=O)N12


Order from most stable to least stable according to the calculation: x), w)


w) Molecular formula: C6H8O2
Method: DFT, wB97M-V/def2-TZVPD

```
16
C6H8O2 wB97M-V/def2-TZVPD
O -1.667 2.365 1.549
C -0.623 2.047 0.590
C -0.906 0.965 -0.332
C -0.106 -0.089 -0.390
C -0.225 -1.283 -1.268
C 0.760 -2.073 -0.974
C 1.582 -1.455 0.173
O 0.896 -0.275 0.534
H -1.814 1.526 2.096
H -0.528 3.056 0.157
H 0.140 1.803 1.299
H -1.836 1.133 -0.959
H -1.077 -1.348 -2.053
H 1.105 -3.081 -1.322
H 2.658 -1.260 -0.112
H 1.639 -2.032 1.012
```

Summary:
total charge	0
frontier orbital gap	9.245	eV
HOMO energy	-8.41	eV
LUMO energy	0.83	eV
SMILES string	OC/C=C1/C=CCO1


x) Molecular formula: C6H8O2
Method: DFT, wB97M-V/def2-TZVPD

```
16
C6H8O2 wB97M-V/def2-TZVPD
O 2.533 -0.355 -0.218
C 1.363 -0.293 0.331
C 0.731 1.166 0.149
C -0.603 1.374 -0.232
C -1.696 0.244 -0.222
C -1.041 -0.963 0.461
O -0.503 -2.145 -0.191
C 0.144 -0.935 -0.374
H 2.717 -1.253 -0.715
H 1.224 -0.634 1.541
H 1.576 1.923 0.183
H -0.838 2.428 -0.298
H -2.309 0.021 -1.130
H -2.288 0.799 0.614
H -1.044 -1.012 1.515
H 0.034 -0.364 -1.415
```

Summary:
total charge	0
frontier orbital gap	10.018	eV
HOMO energy	-9.25	eV
LUMO energy	0.76	eV
SMILES string	O[C@H]1C=CC[C@H]2O[C@H]12


y) Molecular formula: C6H8O2
Method: DFT, wB97M-V/def2-TZVPD

```
16
C6H8O2 wB97M-V/def2-TZVPD
C -2.695 0.559 0.407
C -1.692 0.408 -0.273
C 1.903 -0.359 0.602
C 1.121 0.606 1.319
C 0.428 -0.504 0.446
C -0.348 0.040 -0.706
O 0.300 0.812 -1.597
O -1.043 -1.581 -1.859
H -3.629 0.601 0.822
H 2.575 0.053 -0.164
H 2.365 -1.184 1.219
H 0.811 0.506 2.373
H 0.864 1.603 0.935
H -0.147 -1.093 1.231
H -0.330 1.151 -2.144
H -0.484 -1.618 -2.609
```

Summary:
total charge	0
frontier orbital gap (alpha / beta)	9.391 / 9.390	eV
HOMO energy (alpha / beta)	-9.21 / -9.21	eV
LUMO energy (alpha / beta)	0.18 / 0.18	eV


Order from most stable to least stable according to the calculation: w), x), y)


w) Molecular formula: C6H8O2
Method: DFT, wB97M-V/def2-TZVPD

```
16
C6H8O2 wB97M-V/def2-TZVPD
C -1.606 0.346 0.572
C -1.545 0.502 -0.787
O -2.536 0.108 -1.618
O -0.540 0.977 -1.468
H -3.318 -0.109 -1.097
H -0.928 0.912 1.194
H -0.073 -0.906 0.606
H -2.481 -0.088 1.033
C 1.927 0.180 0.744
C 1.565 1.270 0.188
C 0.986 -1.213 0.383
C 1.501 -2.219 -0.120
H 2.691 -0.174 1.419
H 0.303 1.172 -0.839
H 1.991 2.253 0.350
H 2.063 -3.011 -0.560
```

Summary:
total charge	0
frontier orbital gap (alpha / beta)	6.769 / 6.763	eV
HOMO energy (alpha / beta)	-8.22 / -8.22	eV
LUMO energy (alpha / beta)	-1.45 / -1.45	eV


x) Molecular formula: C6H8O2
Method: DFT, wB97M-V/def2-TZVPD

```
16
C6H8O2 wB97M-V/def2-TZVPD
C -0.512 2.113 -0.465
C -0.441 0.698 -0.003
C -0.812 -0.572 -0.055
C -1.701 -1.662 -0.092
C 0.537 -0.176 0.566
C 1.836 -0.566 -0.054
O 2.024 -1.567 -0.774
O 2.864 0.258 0.094
H 0.157 2.032 -1.347
H 0.028 2.647 0.394
H -1.488 2.502 -0.751
H -2.132 -2.018 0.913
H -2.397 -1.650 -0.639
H -1.151 -2.403 -0.378
H 0.504 -0.644 1.793
H 2.684 1.008 0.797
```

Summary:
total charge	0
frontier orbital gap	9.280	eV
HOMO energy	-8.69	eV
LUMO energy	0.59	eV
SMILES string	CC1=C(C)C1C(=O)O


y) Molecular formula: C6H8O2
Method: DFT, wB97M-V/def2-TZVPD

```
16
C6H8O2 wB97M-V/def2-TZVPD
C 0.890 -2.335 -1.346
C 0.338 -1.256 -1.915
O 0.029 0.043 -1.528
C -0.090 -0.069 -0.151
O 0.654 -0.839 0.476
C -0.793 1.148 0.634
C -1.240 1.257 2.125
C -0.012 2.076 1.514
H 1.137 -2.836 -0.202
H 1.216 -3.246 -1.920
H 0.521 -1.163 -3.186
H -1.194 1.627 -0.169
H -0.600 0.630 2.969
H -2.212 1.646 2.637
H 0.029 3.091 1.362
H 1.083 1.691 1.755
```

Summary:
total charge	0
frontier orbital gap	10.312	eV
HOMO energy	-9.48	eV
LUMO energy	0.83	eV
SMILES string	C=COC(=O)C1CC1


z) Molecular formula: C6H8O2
Method: DFT, wB97M-V/def2-TZVPD

```
16
C6H8O2 wB97M-V/def2-TZVPD
C 1.186 0.351 -2.512
C -0.212 -0.708 -0.574
C -0.707 -0.063 0.737
C -0.173 1.373 0.732
C 0.506 0.365 -1.304
C -0.389 -0.680 2.037
O 1.219 -0.719 -3.169
O 0.536 1.423 -0.452
H 1.530 1.243 -3.024
H 0.459 -1.440 -0.255
H -1.010 -1.113 -1.216
H -1.725 0.160 0.660
H -0.539 2.291 1.145
H -1.209 -0.917 2.636
H 0.257 0.024 2.537
H 0.269 -1.588 2.022
```

Summary:
total charge	0
frontier orbital gap (alpha / beta)	8.396 / 7.554	eV
HOMO energy (alpha / beta)	-8.18 / -8.03	eV
LUMO energy (alpha / beta)	0.21 / -0.48	eV


Order from most stable to least stable according to the calculation: z), x), y), w)


w) Molecular formula: C6H8O2
Method: DFT, wB97M-V/def2-TZVPD

```
16
C6H8O2 wB97M-V/def2-TZVPD
C 0.678 -0.903 -1.658
C -0.454 -0.655 2.026
C -0.424 0.722 -0.067
C 0.884 1.358 -0.425
C 0.420 0.592 -1.685
C -0.638 -0.207 -1.258
H 0.229 -1.477 -2.560
H 1.416 -1.315 -0.797
H -0.875 -0.464 3.069
H -0.918 1.633 -0.248
H 1.754 0.754 0.059
H 0.846 2.302 -0.449
H 0.407 0.966 -2.772
H -1.786 -0.453 -1.501
O -0.980 0.310 1.285
O 0.496 -1.233 1.665
```

Summary:
total charge	0
frontier orbital gap	10.819	eV
HOMO energy	-9.89	eV
LUMO energy	0.93	eV


x) Molecular formula: C6H8O2
Method: DFT, wB97M-V/def2-TZVPD

```
16
C6H8O2 wB97M-V/def2-TZVPD
O 0.245 0.684 2.082
C 0.601 -0.248 1.022
C 1.134 0.549 -0.119
C -0.060 0.895 -0.952
C -1.308 0.190 -0.375
C -0.534 -0.932 0.339
O 0.219 -1.502 -0.770
C 0.870 -0.369 -1.254
H -0.535 0.305 2.376
H 1.212 -1.006 1.461
H 1.994 1.204 0.045
H -0.166 1.670 -1.724
H -1.907 -0.252 -1.190
H -1.961 0.758 0.264
H -1.138 -1.527 1.034
H 1.334 -0.421 -2.239
```

Summary:
total charge	0
frontier orbital gap	9.890	eV
HOMO energy	-9.00	eV
LUMO energy	0.89	eV
SMILES string	O[C@@H]1[C@@H]2[C@@H]3C[C@H]1O[C@@H]32


y) Molecular formula: C6H8O2
Method: DFT, wB97M-V/def2-TZVPD

```
16
C6H8O2 wB97M-V/def2-TZVPD
C 1.652 -1.258 -0.614
C 0.320 -0.792 -1.182
C -0.156 0.339 -0.262
C -0.216 0.369 1.238
C -1.391 0.404 0.390
C -2.626 0.934 0.680
H 3.510 -0.565 -0.385
H -0.698 -1.700 -1.353
H 0.491 -0.500 -2.212
H 0.533 1.358 -0.365
H -0.070 1.425 1.465
H 0.474 -0.451 1.900
H -3.195 1.249 1.642
H -3.374 1.787 -0.189
O 2.730 -0.514 -1.029
O 2.018 -2.085 0.275
```

Summary:
total charge	0
frontier orbital gap	9.760	eV
HOMO energy	-9.55	eV
LUMO energy	0.21	eV


Order from most stable to least stable according to the calculation: x), w), y)


w) Molecular formula: C6H8O2
Method: DFT, wB97M-V/def2-TZVPD

```
16
C6H8O2 wB97M-V/def2-TZVPD
C 0.795 -2.706 0.353
C -0.055 -2.114 0.969
C 0.564 1.193 1.226
C 1.581 0.894 0.100
C -0.407 0.625 -0.759
C -1.694 0.586 -1.602
O -0.660 1.122 0.493
O 0.866 0.526 -0.973
H 1.264 -2.970 -0.538
H 0.670 0.523 2.065
H 0.902 2.116 1.651
H 2.583 0.539 0.377
H -0.556 -1.903 1.880
H -1.588 -0.118 -2.344
H -1.840 1.579 -1.881
H -2.424 0.107 -1.016
```

Summary:
total charge	0
frontier orbital gap (alpha / beta)	7.631 / 6.932	eV
HOMO energy (alpha / beta)	-6.68 / -5.96	eV
LUMO energy (alpha / beta)	0.95 / 0.98	eV


x) Molecular formula: C6H8O2
Method: DFT, wB97M-V/def2-TZVPD

```
16
C6H8O2 wB97M-V/def2-TZVPD
C -0.543 2.314 0.135
C 0.052 0.185 -0.772
C 0.626 -1.536 -1.835
C 0.898 -1.807 -0.552
C 0.413 -0.674 0.269
C -0.162 -0.648 1.622
H -0.190 3.400 -0.237
H 0.392 1.964 0.781
H -1.600 2.287 0.693
H 0.312 -2.010 -3.064
H 0.800 -2.794 -0.113
H 0.868 -0.250 2.222
H -0.788 -1.652 2.208
H -1.055 0.139 1.569
O -0.403 1.332 -0.997
O 0.379 -0.250 -1.930
```

Summary:
total charge	0
frontier orbital gap	8.307	eV
HOMO energy	-7.52	eV
LUMO energy	0.79	eV


Order from most stable to least stable according to the calculation: x), w)


w) Molecular formula: C6H8O2
Method: DFT, wB97M-V/def2-TZVPD

```
16
C6H8O2 wB97M-V/def2-TZVPD
C -1.034 -1.439 -0.053
C 2.040 -0.283 0.055
C -0.957 -0.086 -0.704
C -0.964 1.154 0.120
C 0.914 0.501 -0.502
C 0.278 1.665 0.173
O 0.313 0.099 -1.601
O -2.088 1.579 0.706
H -2.826 1.088 0.308
H 0.698 2.605 0.489
H -2.021 -1.523 0.411
H -0.972 -2.227 -0.804
H -0.300 -1.664 0.744
H 1.641 -0.953 0.830
H 2.761 0.375 0.542
H 2.516 -0.891 -0.713
```

Summary:
total charge	0
frontier orbital gap (alpha / beta)	7.270 / 7.264	eV
HOMO energy (alpha / beta)	-6.99 / -6.99	eV
LUMO energy (alpha / beta)	0.28 / 0.27	eV


x) Molecular formula: C6H8O2
Method: DFT, wB97M-V/def2-TZVPD

```
16
C6H8O2 wB97M-V/def2-TZVPD
C -2.426 -0.639 0.312
C -1.069 -0.758 -0.338
C 0.017 0.038 -0.111
C -0.148 1.508 0.264
O -0.929 2.326 -0.151
C 1.341 -0.463 -0.214
C 2.544 0.325 -0.344
O 2.244 -0.244 0.856
H -3.109 -0.064 -0.322
H -2.963 -1.624 0.466
H -2.312 -0.185 1.351
H -0.986 -1.730 -0.884
H 0.774 1.568 0.992
H 1.155 -1.540 -0.668
H 2.387 1.438 -0.390
H 3.479 0.043 -0.819
```

Summary:
total charge	0
frontier orbital gap	9.381	eV
HOMO energy	-9.33	eV
LUMO energy	0.05	eV
SMILES string	C/C=C(\C=O)[C@H]1CO1


y) Molecular formula: C6H8O2
Method: DFT, wB97M-V/def2-TZVPD

```
16
C6H8O2 wB97M-V/def2-TZVPD
C -0.643 0.785 -1.092
C 0.544 0.677 -0.534
C -1.830 0.922 -1.455
C 1.089 -0.542 -0.092
C 2.557 -0.562 0.360
C -2.492 -0.083 0.375
O 0.395 -1.574 0.046
O -2.164 -1.287 0.072
H 1.187 1.642 -0.432
H -2.722 1.076 -1.983
H 2.814 -1.274 1.154
H 2.929 0.378 0.442
H 3.073 -1.217 -0.462
H -2.121 0.451 1.293
H -3.609 0.149 0.394
H -1.141 -1.529 0.354
```

Summary:
total charge	0
frontier orbital gap	8.092	eV
HOMO energy	-8.07	eV
LUMO energy	0.03	eV


Order from most stable to least stable according to the calculation: x), w), y)


w) Molecular formula: C2H8N4
Method: DFT, wB97M-V/def2-TZVPD

```
14
C2H8N4 wB97M-V/def2-TZVPD
H -0.459 -3.076 -0.609
N -0.406 -2.221 -0.077
C 0.638 -2.127 0.634
N 0.962 -1.078 1.487
H 1.384 -2.926 0.572
H 0.867 -0.082 1.417
H 1.874 -1.281 1.871
H -1.456 3.693 -1.087
N -0.672 3.290 -0.575
C -0.919 2.033 -0.694
N -0.135 0.920 -0.852
H -1.962 1.757 -0.957
H -0.565 0.073 -0.506
H 0.848 1.025 -0.626
```

Summary:
total charge	0
frontier orbital gap	9.792	eV
HOMO energy	-9.08	eV
LUMO energy	0.72	eV
SMILES string	[H]/N=C/N.[H]/N=C/N


x) Molecular formula: C2H8N4
Method: DFT, wB97M-V/def2-TZVPD

```
14
C2H8N4 wB97M-V/def2-TZVPD
H 2.267 -0.319 -0.730
N 1.436 0.025 -1.214
C 0.407 -0.276 -0.489
C -0.993 0.032 -1.036
N -1.816 0.578 0.055
N 0.469 -0.884 0.757
N 1.490 -0.439 1.641
H -1.433 -0.901 -1.403
H -0.926 0.747 -1.862
H -2.739 0.795 -0.325
H -1.419 1.482 0.318
H -0.467 -0.928 1.182
H 1.317 0.533 1.911
H 2.407 -0.445 1.194
```

Summary:
total charge	0
frontier orbital gap	10.018	eV
HOMO energy	-9.14	eV
LUMO energy	0.88	eV
SMILES string	[H]/N=C(/CN)NN


y) Molecular formula: C2H8N4
Method: DFT, wB97M-V/def2-TZVPD

```
14
C2H8N4 wB97M-V/def2-TZVPD
C -2.250 0.044 0.125
N -0.966 -0.538 -0.214
C 0.173 0.085 0.028
N 2.424 -0.633 -0.109
N 0.454 1.411 0.083
N 1.069 -0.898 0.245
H -0.005 -1.586 -0.007
H 2.632 -1.048 -1.015
H 3.017 -1.090 0.575
H -0.164 2.046 -0.394
H 1.441 1.628 0.066
H -2.348 0.269 1.195
H -3.036 -0.660 -0.147
H -2.439 0.972 -0.430
```

Summary:
total charge	0
frontier orbital gap	9.371	eV
HOMO energy	-8.33	eV
LUMO energy	1.04	eV


Order from most stable to least stable according to the calculation: w), x), y)